# 1
DFT (wB97M-V/def2-TZVPD) results for a cluster of 2 separate species, C7H9NO2 in total in a non-equilibrium geometry.

```
! RIJCOSX wB97M-V def2-TZVPD def2/J DEFGRID3
* xyz 0 1
O -2.358 1.421 -0.676
C -2.976 0.382 -0.528
N -2.718 -0.541 0.435
H -3.830 0.087 -1.184
H -1.955 -0.373 1.095
H -3.277 -1.395 0.506
O -0.681 1.115 1.081
C 2.690 -0.718 -0.538
C 2.491 -0.657 0.842
C 1.743 -0.156 -1.393
C 1.359 -0.040 1.368
C 0.606 0.464 -0.874
C 0.415 0.521 0.507
H -1.258 1.466 0.360
H 3.584 -1.206 -0.948
H 3.230 -1.096 1.524
H 1.886 -0.197 -2.481
H 1.189 0.016 2.451
H -0.139 0.906 -1.549
*
```

Computed properties:
SMILES string: Oc1ccccc1.NC=O
DFT total energy, a.u.: -477.388313

=====

# 2
DFT (wB97M-V/def2-TZVPD) results for an isolated molecule of C7H9NO2S in a non-equilibrium geometry.

```
! RIJCOSX wB97M-V def2-TZVPD def2/J DEFGRID3
* xyz 0 1
C -0.705 -1.613 -1.245
C 0.030 -0.891 -0.416
C 0.194 1.080 1.238
C 1.354 0.538 1.913
C -1.267 0.889 -1.055
C -1.282 0.304 -2.398
C 0.054 0.553 -0.281
N 2.247 -1.813 2.608
O -0.518 1.923 1.702
O -1.123 -1.046 -2.463
S 0.842 -1.020 2.784
H -0.848 -2.711 -1.254
H 2.263 0.131 1.259
H 1.651 1.317 2.750
H -1.392 1.980 -1.094
H -2.033 0.447 -0.439
H -2.150 0.629 -3.075
H -0.486 0.831 -2.877
H 0.929 1.116 -0.725
H 2.239 -2.644 3.069
*
```

Computed properties:
DFT total energy, a.u.: -875.340227

=====

# 3
DFT (wB97M-V/def2-TZVPD) results for an isolated molecule of C7H9NO2S in a non-equilibrium geometry.

```
! RIJCOSX wB97M-V def2-TZVPD def2/J DEFGRID3
* xyz 0 1
C 0.495 1.155 0.240
C 1.329 0.684 -0.842
C 3.350 1.203 0.457
C -0.451 2.101 0.118
C -1.435 -1.218 -0.201
C -0.219 -1.714 -0.009
C -2.541 -1.477 0.715
N 2.709 0.985 -0.553
O 4.120 1.436 1.278
O 0.812 -1.306 -2.489
S 1.260 -1.313 -1.077
H 0.766 0.733 1.171
H 0.960 0.954 -1.840
H -0.646 2.484 -0.799
H -0.940 2.580 1.055
H -1.601 -0.733 -1.173
H 0.347 -2.208 0.752
H -3.540 -1.383 0.271
H -2.530 -0.694 1.536
H -2.244 -2.268 1.391
*
```

Computed properties:
DFT total energy, a.u.: -875.423385

=====

# 4
DFT (wB97M-V/def2-TZVPD) results for an isolated molecule of C7H9NO3S in a non-equilibrium geometry.

```
! RIJCOSX wB97M-V def2-TZVPD def2/J DEFGRID3
* xyz 0 1
C 0.605 -0.002 0.027
C -0.191 -1.175 0.090
C -1.576 -1.005 0.272
C -2.268 0.295 0.189
C -3.819 0.351 0.203
C -1.411 1.393 -0.088
C -0.016 1.275 -0.062
H 2.171 -0.585 1.771
H 2.039 1.109 1.799
H 0.416 -2.090 0.135
H -2.104 -2.021 0.506
H -4.075 0.384 1.304
H -4.048 1.399 -0.106
H -4.085 -0.748 -1.283
H -1.936 2.407 -0.199
H 0.698 2.041 -0.527
N 2.796 0.187 1.477
O 2.816 1.063 -0.937
O 2.605 -1.461 -0.630
O -4.570 -0.631 -0.345
S 2.288 -0.111 -0.140
*
```

Computed properties:
SMILES string: NS(=O)(=O)c1ccc(CO)cc1
DFT total energy, a.u.: -950.684300

=====

# 5
DFT (wB97M-V/def2-TZVPD) results for an isolated molecule of C7H9NO4 in a non-equilibrium geometry.

```
! RIJCOSX wB97M-V def2-TZVPD def2/J DEFGRID3
* xyz 0 3
C -0.931 -1.800 0.345
C -0.639 -0.402 0.779
C -0.425 -2.223 -0.890
C 0.066 0.453 0.071
C -0.483 1.159 -2.281
C 0.364 0.046 -1.547
C 1.276 1.825 1.601
N 0.000 -1.340 -1.878
O -1.732 0.824 -2.623
O -0.044 2.234 -2.549
O 1.717 0.244 -1.882
O 0.637 1.620 0.355
H -1.558 -2.301 0.956
H -0.728 -0.192 1.867
H -0.447 -3.321 -1.236
H 2.024 2.583 1.506
H 1.887 1.032 2.013
H 0.556 2.103 2.309
H 0.789 -1.851 -2.489
H -2.175 0.089 -2.167
H 1.869 1.254 -1.785
*
```

Computed properties:
<S²>: 2.02
DFT total energy, a.u.: -627.664262

=====

# 6
DFT (wB97M-V/def2-TZVPD) results for a cluster of 2 separate species, C7H9NO4P2 in total in a non-equilibrium geometry.

```
! RIJCOSX wB97M-V def2-TZVPD def2/J DEFGRID3
* xyz -2 1
C 1.478 2.889 -0.682
C 0.998 1.635 -0.986
C 2.114 3.090 0.538
C 1.782 0.935 1.159
C 1.159 0.579 -0.062
C 0.743 -0.741 -0.328
C -1.500 -0.769 0.106
N 2.252 2.129 1.450
O -1.532 -1.525 -2.562
O -1.372 -3.298 -0.743
O -3.563 -1.990 -1.070
O -1.138 -2.711 1.936
P -1.342 -1.218 1.847
P -2.071 -1.905 -1.223
H 1.370 3.715 -1.378
H 0.487 1.442 -1.921
H 2.526 4.059 0.807
H 1.898 0.178 1.927
H 0.555 -1.041 -1.345
H 1.029 -1.516 0.365
H -1.738 0.275 -0.057
H -1.374 -3.205 0.231
H -2.763 -1.008 1.992
*
```

Computed properties:
DFT total energy, a.u.: -1310.629205

=====

# 7
DFT (wB97M-V/def2-TZVPD) results for a structure of composition C7H9O2P in a non-equilibrium geometry.

```
! RIJCOSX wB97M-V def2-TZVPD def2/J DEFGRID3
* xyz 0 1
C -1.460 2.133 1.143
C -1.945 1.458 0.023
C -0.210 1.783 1.616
C -1.108 0.611 -0.739
C 0.586 0.823 0.928
C 0.120 0.375 -0.297
C 0.890 -2.703 -0.064
O 2.489 0.303 -1.744
O 1.801 -1.773 -0.564
P 1.331 -0.410 -1.261
H -2.133 2.743 1.814
H -2.956 1.401 -0.309
H 0.151 2.350 2.520
H -1.237 0.072 -1.689
H 1.664 0.820 1.100
H 1.048 -2.820 0.941
H 0.974 -3.689 -0.517
H -0.168 -2.281 -0.428
H 0.165 -1.197 -2.472
*
```

Computed properties:
DFT total energy, a.u.: -763.917637

=====

# 8
DFT (wB97M-V/def2-TZVPD) results for a cluster of 16 separate species, C80H168N8O24 in total in a non-equilibrium geometry.

```
! RIJCOSX wB97M-V def2-TZVPD def2/J DEFGRID3
* xyz -1 2
C 8.273 -4.223 -4.860
C 6.916 -4.917 -4.753
C 6.055 -4.592 -3.513
N 4.834 -3.595 -3.663
C 5.438 -2.167 -3.747
C 5.970 -1.674 -2.387
C 4.946 -1.894 -1.215
C 4.467 -3.374 -1.188
C 3.872 -3.870 -2.509
C 4.051 -3.882 -4.954
H 8.778 -4.542 -3.948
H 8.256 -3.135 -4.911
H 8.850 -4.561 -5.720
H 7.130 -5.986 -4.732
H 6.377 -4.882 -5.700
H 6.729 -4.382 -2.683
H 5.482 -5.491 -3.287
H 6.227 -2.160 -4.499
H 4.533 -1.627 -4.025
H 6.909 -2.159 -2.120
H 6.191 -0.610 -2.475
H 5.495 -1.664 -0.302
H 4.134 -1.169 -1.276
H 5.208 -4.071 -0.797
H 3.729 -3.339 -0.387
H 3.616 -4.925 -2.613
H 3.004 -3.255 -2.747
H 3.172 -3.242 -4.884
H 3.811 -4.943 -5.008
H 4.567 -3.763 -5.907
C 0.010 2.395 -6.528
C -1.412 2.160 -7.089
C -2.105 1.034 -6.370
N -3.709 1.151 -6.475
C -4.365 -0.033 -5.761
C -4.161 0.038 -4.211
C -4.679 1.414 -3.609
C -3.935 2.569 -4.379
C -4.318 2.471 -5.891
C -4.056 1.131 -8.010
H 0.565 1.457 -6.551
H 0.127 2.816 -5.530
H 0.517 3.154 -7.124
H -1.278 1.987 -8.157
H -1.909 3.107 -6.875
H -1.802 0.985 -5.324
H -1.848 0.020 -6.677
H -3.979 -0.950 -6.206
H -5.430 -0.027 -5.992
H -3.156 -0.227 -3.882
H -4.700 -0.798 -3.765
H -4.643 1.494 -2.522
H -5.747 1.584 -3.744
H -2.862 2.663 -4.211
H -4.148 3.565 -3.989
H -3.967 3.340 -6.447
H -5.402 2.406 -5.986
H -4.001 0.090 -8.327
H -3.486 1.901 -8.531
H -5.112 1.388 -8.097
C 1.970 4.150 -0.679
C 2.439 4.755 0.582
C 1.382 4.565 1.743
N 1.790 5.147 3.141
C 1.513 6.686 2.997
C 1.571 7.383 4.309
C 0.604 6.717 5.363
C 0.846 5.221 5.509
C 0.853 4.494 4.163
C 3.259 4.899 3.488
H 0.954 4.350 -1.020
H 2.043 3.065 -0.605
H 2.616 4.459 -1.501
H 2.635 5.825 0.502
H 3.352 4.262 0.916
H 1.266 3.485 1.835
H 0.422 4.986 1.446
H 0.529 6.919 2.591
H 2.268 7.042 2.296
H 1.285 8.427 4.181
H 2.573 7.475 4.728
H -0.413 6.872 5.003
H 0.687 7.346 6.249
H 0.020 4.800 6.083
H 1.706 4.940 6.116
H -0.192 4.520 3.852
H 1.150 3.449 4.254
H 3.824 5.263 2.630
H 3.373 3.816 3.452
H 3.475 5.256 4.495
C -0.894 1.731 2.926
C -1.149 0.652 1.781
C -0.047 0.614 0.680
N -0.306 -0.486 -0.392
C 1.056 -0.869 -1.078
C 1.724 0.289 -1.842
C 0.711 0.900 -2.868
C -0.687 1.201 -2.315
C -1.297 0.013 -1.545
C -0.900 -1.838 0.207
H -0.847 2.718 2.466
H 0.015 1.480 3.473
H -1.659 1.840 3.695
H -2.113 0.912 1.344
H -1.299 -0.323 2.245
H 0.871 0.228 1.125
H 0.093 1.568 0.172
H 1.628 -1.279 -0.246
H 0.606 -1.561 -1.790
H 2.033 1.022 -1.096
H 2.538 -0.152 -2.417
H 1.076 1.851 -3.255
H 0.747 0.293 -3.772
H -0.782 2.106 -1.717
H -1.396 1.402 -3.119
H -2.140 0.338 -0.936
H -1.684 -0.781 -2.184
H -1.002 -2.589 -0.576
H -1.895 -1.592 0.576
H -0.259 -2.229 0.997
C 8.940 0.228 -5.412
C 8.179 1.480 -5.154
C 7.092 1.676 -6.272
N 6.243 2.986 -6.226
C 5.466 3.101 -4.912
C 4.429 2.085 -4.644
C 3.406 2.066 -5.762
C 4.081 2.061 -7.144
C 5.289 3.050 -7.421
C 7.106 4.259 -6.275
H 9.808 0.065 -4.773
H 9.277 0.178 -6.447
H 8.345 -0.685 -5.373
H 8.800 2.376 -5.170
H 7.818 1.436 -4.127
H 6.380 0.855 -6.362
H 7.577 1.821 -7.238
H 6.212 3.133 -4.118
H 5.036 4.099 -4.995
H 4.982 1.156 -4.505
H 3.907 2.356 -3.726
H 2.738 1.244 -5.505
H 2.753 2.930 -5.639
H 4.484 1.063 -7.316
H 3.338 2.079 -7.941
H 5.769 2.616 -8.299
H 5.021 4.091 -7.600
H 6.482 5.070 -6.649
H 7.932 4.065 -6.960
H 7.464 4.486 -5.270
C -3.454 3.663 -0.754
C -4.214 3.663 0.583
C -5.398 2.654 0.668
N -6.263 2.554 2.034
C -6.993 3.875 2.329
C -8.265 4.069 1.596
C -9.162 2.857 1.618
C -8.441 1.644 1.112
C -7.222 1.313 2.007
C -5.316 2.251 3.216
H -3.097 2.673 -1.036
H -2.561 4.280 -0.648
H -4.063 3.962 -1.607
H -4.468 4.680 0.879
H -3.594 3.279 1.394
H -4.991 1.660 0.480
H -6.180 2.858 -0.062
H -6.263 4.665 2.151
H -7.283 3.824 3.378
H -7.941 4.193 0.563
H -8.750 4.993 1.912
H -10.096 2.898 1.058
H -9.504 2.816 2.652
H -8.143 1.849 0.084
H -9.112 0.801 0.948
H -6.696 0.451 1.596
H -7.573 0.983 2.985
H -4.624 3.078 3.368
H -4.708 1.456 2.783
H -5.909 2.165 4.127
C -2.321 -1.334 10.777
C -0.978 -0.896 10.124
C -1.244 -0.685 8.649
N -0.025 -0.179 7.812
C 1.119 -1.261 7.742
C 0.722 -2.494 6.954
C 0.295 -2.154 5.605
C -0.782 -0.998 5.588
C -0.392 0.200 6.395
C 0.571 1.098 8.410
H -3.062 -0.541 10.876
H -2.016 -1.837 11.695
H -2.766 -2.218 10.320
H -0.309 -1.757 10.120
H -0.489 -0.056 10.617
H -2.046 0.028 8.463
H -1.529 -1.644 8.216
H 1.386 -1.555 8.757
H 1.898 -0.648 7.289
H 0.007 -3.047 7.563
H 1.683 -3.008 6.941
H -0.118 -3.027 5.099
H 1.121 -1.720 5.041
H -1.788 -1.302 5.878
H -0.940 -0.808 4.526
H -1.200 0.892 6.633
H 0.467 0.694 5.942
H 0.857 1.806 7.631
H 1.364 0.839 9.112
H -0.228 1.624 8.933
C -0.127 -8.974 4.462
C -0.964 -7.720 4.266
C -1.372 -7.325 2.841
N -2.090 -5.937 2.715
C -3.281 -5.862 3.635
C -4.419 -6.814 3.242
C -4.859 -6.561 1.755
C -3.696 -6.759 0.887
C -2.515 -5.807 1.225
C -1.169 -4.750 3.098
H 0.001 -9.218 5.516
H 0.920 -8.877 4.175
H -0.448 -9.934 4.056
H -0.459 -6.902 4.778
H -1.851 -7.946 4.857
H -1.992 -8.116 2.420
H -0.530 -7.289 2.150
H -2.959 -6.047 4.659
H -3.593 -4.819 3.593
H -4.138 -7.841 3.476
H -5.229 -6.689 3.961
H -5.657 -7.270 1.535
H -5.278 -5.558 1.680
H -3.444 -7.818 0.833
H -3.969 -6.465 -0.126
H -1.635 -5.974 0.604
H -2.792 -4.757 1.124
H -1.073 -4.866 4.178
H -1.564 -3.739 3.001
H -0.215 -4.946 2.610
O -2.160 3.185 6.480
C -3.469 2.917 6.703
O -4.294 3.649 6.141
O -3.751 2.066 7.507
H -2.185 3.872 5.810
O 3.423 -2.687 3.608
C 2.704 -2.435 2.497
O 2.631 -1.247 2.160
O 1.984 -3.245 1.897
H 3.542 -1.778 3.895
O -4.727 -2.996 0.509
C -4.636 -1.682 0.224
O -4.608 -1.335 -0.968
O -4.524 -0.859 1.133
H -4.621 -3.319 -0.389
O 2.473 1.321 3.643
C 2.904 0.889 4.836
O 3.443 -0.218 4.921
O 2.781 1.614 5.818
H 2.666 0.534 3.129
O -1.107 -1.766 -4.777
C 0.041 -2.531 -4.886
O 0.749 -2.235 -5.835
O 0.333 -3.483 -4.100
H -1.724 -2.289 -4.260
O -2.802 -2.944 -3.074
C -3.040 -4.160 -2.659
O -4.061 -4.320 -1.983
O -2.315 -5.121 -2.928
H -3.604 -2.759 -2.578
O 1.317 -6.019 0.528
C 0.792 -5.833 -0.690
O 0.699 -4.706 -1.251
O 0.307 -6.725 -1.404
H 1.467 -5.110 0.797
O -0.303 6.323 -4.626
C -1.162 5.442 -4.051
O -0.681 4.376 -3.634
O -2.372 5.745 -3.985
H 0.381 5.681 -4.830
*
```

Computed properties:
<S²>: 0.75
DFT total energy, a.u.: -5392.495149